# 1
23
Properties=species:S:1:pos:R:3 method="wB97M-V/def2-TZVPD" molar_mass_g_mol=108.18 e_above_lowest_kj_mol=160.83 homo_lumo_gap_ev=11.4 homo_ev=-10.75 total_energy_ha=-350.52103 smiles=CCC(C)C.O.O
C -1.039 -0.356 -0.188
H -1.976 1.591 -0.531
H 0.463 3.246 1.632
H 2.283 0.305 -0.838
O 2.444 1.237 -0.688
H -2.047 -0.701 -0.356
C -0.312 -2.776 -0.341
H -0.080 -1.408 -1.993
C -0.843 -0.048 1.286
H -1.276 -3.101 -0.525
H 0.020 0.542 1.602
H 0.332 -3.580 -0.868
H 0.968 -1.273 -0.453
O 1.284 2.891 1.952
H 1.803 2.685 1.265
H -0.675 0.906 -1.832
H -1.010 -0.987 1.978
H -0.052 -2.833 0.764
C -1.019 1.059 -0.791
C -0.035 -1.375 -0.871
H -0.210 1.714 -0.332
H 2.532 1.535 -1.512
H -1.555 0.728 1.639

# 2
23
Properties=species:S:1:pos:R:3 method="wB97M-V/def2-TZVPD" molar_mass_g_mol=108.18 e_above_lowest_kj_mol=147.35 homo_lumo_gap_ev=11.4 homo_ev=-10.75 total_energy_ha=-350.52616 smiles=CCC(C)C.O.O
H -3.350 3.080 0.953
H -1.605 -0.195 0.027
H 6.733 -0.489 0.139
H 3.802 -4.564 2.222
H -2.795 3.597 -0.513
O 7.071 0.265 0.628
H 2.805 -5.443 2.777
H -1.969 -0.789 -2.667
C -2.688 2.723 0.145
H -1.058 1.311 -1.516
H -2.286 2.323 -2.195
C -2.541 0.142 -2.658
H -1.599 2.793 0.279
H 6.476 0.821 1.122
H -4.049 1.229 -0.617
C -2.367 0.345 0.603
H -2.347 0.476 -3.688
H -1.841 0.869 1.395
C -2.968 1.307 -0.435
O 3.727 -5.210 2.925
C -2.141 1.330 -1.759
H -3.575 0.044 -2.392
H -3.098 -0.373 1.001

# 3
24
Properties=species:S:1:pos:R:3 method="wB97M-V/def2-TZVPD" molar_mass_g_mol=140.25 e_above_lowest_kj_mol=50.34 homo_lumo_gap_ev=9.1 homo_ev=-8.42 total_energy_ha=-748.75321 smiles=CCCCSC.O.O
O -1.161 -2.811 -2.105
H -2.175 1.016 1.276
S 1.303 0.505 -1.025
H -0.829 3.685 1.239
H 1.202 -1.796 -0.333
H -1.673 -2.012 -2.326
H 0.981 2.585 0.109
C -0.078 1.140 1.309
H -2.265 3.563 0.221
H -1.489 1.398 -0.259
H 2.172 -0.900 0.774
H 0.467 -3.793 -1.381
O 1.000 -4.530 -1.706
H 2.839 -1.279 -0.802
C -1.724 3.102 1.053
C -1.419 1.631 0.796
H -1.507 -3.432 -2.759
H 2.067 1.480 0.973
H -0.041 0.059 1.435
H -2.302 3.271 1.958
C 1.940 -1.001 -0.288
C 1.113 1.556 0.447
H 1.499 -4.865 -0.956
H 0.083 1.427 2.349

# 4
24
Properties=species:S:1:pos:R:3 method="wB97M-V/def2-TZVPD" s_squared=0.750 molar_mass_g_mol=124.18 e_above_lowest_kj_mol=108.04 homo_lumo_gap_ev="3.2 / 9.4" spin_multiplicity=2 total_charge=-1 homo_ev="0.36 / -5.99" total_energy_ha=-425.72910
O -2.221 -0.009 -2.599
O 0.322 -3.568 -0.482
H -3.623 -0.724 -0.066
H 0.634 -3.521 0.367
H 1.256 2.041 -0.536
H -2.769 -1.840 0.134
C -0.432 2.962 0.464
H -0.338 3.849 -0.126
H 1.919 -0.649 2.149
C 2.140 0.142 1.367
H -2.807 0.491 -2.003
H 3.067 0.550 1.938
C 0.711 1.969 0.339
H -0.563 3.419 1.481
H 2.563 -1.570 0.211
H 1.736 -0.344 -0.766
H -0.496 -3.048 -0.521
H 3.389 -0.164 -0.264
C 1.105 1.223 1.446
C 2.403 -0.544 0.064
H -1.348 2.356 0.206
H 0.652 1.319 2.462
O -2.663 -0.894 0.017
H -2.331 -0.906 -2.241

Please write out number 1 again, unchanged.
23
Properties=species:S:1:pos:R:3 method="wB97M-V/def2-TZVPD" molar_mass_g_mol=108.18 e_above_lowest_kj_mol=160.83 homo_lumo_gap_ev=11.4 homo_ev=-10.75 total_energy_ha=-350.52103 smiles=CCC(C)C.O.O
C -1.039 -0.356 -0.188
H -1.976 1.591 -0.531
H 0.463 3.246 1.632
H 2.283 0.305 -0.838
O 2.444 1.237 -0.688
H -2.047 -0.701 -0.356
C -0.312 -2.776 -0.341
H -0.080 -1.408 -1.993
C -0.843 -0.048 1.286
H -1.276 -3.101 -0.525
H 0.020 0.542 1.602
H 0.332 -3.580 -0.868
H 0.968 -1.273 -0.453
O 1.284 2.891 1.952
H 1.803 2.685 1.265
H -0.675 0.906 -1.832
H -1.010 -0.987 1.978
H -0.052 -2.833 0.764
C -1.019 1.059 -0.791
C -0.035 -1.375 -0.871
H -0.210 1.714 -0.332
H 2.532 1.535 -1.512
H -1.555 0.728 1.639